1.
Entry from the Open Molecules 2025 dataset: C4H5N3O in the gas phase (ωB97M-V/def2-TZVPD).

Geometry as XYZ:
```
13
Properties=species:S:1:pos:R:3:forces:R:3:nbo_charge:R:1
O 3.267 -0.177 -0.120 -5.68 0.19 0.70 -0.566
C 2.005 -0.271 0.053 2.75 -0.52 0.58 0.507
N 0.988 0.773 0.001 0.39 -11.63 -0.55 -0.622
C -0.307 0.173 -0.095 6.47 5.97 2.86 0.418
N -0.587 -0.982 0.203 2.55 -3.86 -0.85 -0.312
N -1.885 -1.121 -0.086 -4.33 1.42 0.23 -0.214
C -2.371 0.092 -0.137 0.83 -2.41 0.42 0.056
C -1.343 1.112 0.078 -3.66 0.99 0.72 -0.584
H 1.418 -1.282 0.388 1.87 2.18 -1.11 0.179
H 1.213 1.638 0.036 1.40 7.31 -0.11 0.393
H -3.342 0.210 -0.346 -3.55 0.59 -0.61 0.193
H -1.520 1.523 1.136 0.94 -1.02 -0.95 0.292
H -1.417 2.007 -0.470 0.02 0.79 -1.31 0.259
```
Forces are in eV/Å.

The orbital gap comes out at 9.188 eV. The value obtained for the energy above the lowest of the compared OMol25 structures with the same formula, charge and spin is 466.2 kJ/mol. The SMILES is O=CNC1=NN=CC1.

---

2.
Entry from the Open Molecules 2025 dataset: C7H9P in the gas phase (ωB97M-V/def2-TZVPD).

Geometry as XYZ:
```
17
Properties=species:S:1:pos:R:3:forces:R:3:nbo_charge:R:1
C -2.206 0.337 -0.114 0.80 0.56 1.06 -0.990
P -0.652 1.333 -0.278 1.10 -1.02 -2.20 0.817
C 0.886 0.032 -1.242 -2.10 2.19 -2.14 -0.431
C 0.692 -1.210 -0.512 -1.47 -2.51 2.02 -0.268
C 0.443 -0.942 0.791 -1.22 -0.76 1.26 -0.183
C 0.365 0.579 1.025 0.31 -2.53 0.15 -0.643
C 1.750 0.979 0.705 1.41 2.77 0.18 -0.200
C 1.994 0.815 -0.587 -0.70 -0.47 -1.14 -0.218
H -1.900 -0.599 0.288 0.31 -1.48 -0.45 0.236
H -2.914 0.232 -0.953 0.25 0.52 0.75 0.252
H -2.526 0.735 0.874 -1.00 0.45 -0.88 0.236
H 0.651 0.145 -2.365 1.10 -0.64 1.80 0.244
H 0.587 -2.286 -0.826 0.50 1.48 -0.31 0.238
H 0.212 -1.588 1.753 0.73 0.83 -2.56 0.228
H -0.063 0.692 1.963 -0.15 0.91 2.16 0.230
H 2.419 1.590 1.328 -0.45 -0.56 0.01 0.228
H 2.803 1.121 -1.218 0.60 0.27 0.30 0.224
```
Forces are in eV/Å.

The orbital gap comes out at 8.452 eV. The value obtained for the energy above the lowest of the compared OMol25 structures with the same formula, charge and spin is 216.6 kJ/mol. The SMILES is CP1[C@H]2C=C[C@@H]1C=C2.

---

no.,F_max (Eh/bohr),calculated total energy (a.u.)
1,0.227,-394.789987
2,0.072,-613.346249